1.
{"formula": "C35H50Br2CsF3N10O2P2SSe", "method": "ωB97M-V/def2-TZVPD", "symbols": ["Cs", "C", "P", "C", "C", "C", "P", "C", "C", "H", "H", "H", "H", "H", "H", "H", "H", "H", "H", "H", "H", "H", "H", "H", "H", "O", "C", "C", "C", "N", "C", "Br", "C", "H", "H", "H", "H", "F", "C", "F", "F", "C", "C", "C", "C", "N", "C", "S", "H", "H", "H", "N", "H", "H", "H", "N", "C", "N", "C", "C", "O", "C", "C", "H", "H", "H", "H", "H", "H", "H", "H", "N", "N", "H", "H", "H", "H", "C", "N", "C", "Se", "N", "C", "C", "C", "C", "C", "C", "H", "H", "H", "H", "H", "H", "H", "H", "Br", "C", "C", "C", "C", "C", "N", "H", "H", "H", "H"], "coordinates": [[0.022, -0.967, -1.256], [2.521, 5.366, -2.995], [1.141, 4.236, -3.256], [-0.180, 5.154, -2.439], [1.402, 2.995, -1.881], [2.370, 3.371, -0.776], [2.641, 2.081, 0.495], [3.636, 3.108, 1.644], [1.058, 2.200, 1.395], [2.551, 5.838, -2.012], [2.563, 6.122, -3.756], [3.456, 4.787, -3.075], [0.036, 5.337, -1.372], [-1.080, 4.577, -2.553], [-0.315, 6.093, -2.941], [1.788, 2.119, -2.369], [0.372, 2.710, -1.533], [2.100, 4.304, -0.244], [3.330, 3.522, -1.211], [3.328, 4.125, 1.705], [4.695, 3.111, 1.369], [3.597, 2.709, 2.674], [0.863, 3.210, 1.758], [1.122, 1.553, 2.264], [0.220, 1.825, 0.806], [5.874, 2.839, -5.624], [5.162, 2.114, -4.721], [5.511, 2.007, -3.370], [4.783, 1.088, -2.625], [3.743, 0.365, -3.107], [3.390, 0.603, -4.343], [1.836, -0.281, -4.942], [4.017, 1.464, -5.213], [6.676, 3.261, -5.278], [6.384, 2.510, -2.938], [5.007, 0.949, -1.556], [3.703, 1.581, -6.237], [-4.783, 3.799, -3.023], [-5.183, 3.140, -1.937], [-6.200, 3.881, -1.428], [-5.762, 1.975, -2.273], [-4.100, 2.879, -0.928], [-4.300, 3.257, 0.375], [-3.406, 2.886, 1.362], [-2.314, 2.172, 0.989], [-2.052, 1.850, -0.273], [-2.904, 2.189, -1.275], [-2.394, 1.914, -2.877], [-5.170, 3.799, 0.713], [-3.605, 3.162, 2.393], [-1.591, 1.833, 1.714], [2.998, -2.323, -1.567], [3.293, -1.419, -1.961], [3.684, -2.965, -1.928], [3.116, -2.317, -0.567], [2.095, -3.296, 1.371], [1.264, -4.046, 1.149], [0.278, -4.926, 0.940], [0.689, -6.282, 0.627], [1.066, -6.962, 1.931], [-0.072, -6.968, 2.825], [-0.469, -5.654, 3.138], [-0.847, -4.850, 1.891], [1.523, -6.272, -0.070], [-0.138, -6.787, 0.145], [1.908, -6.472, 2.406], [1.363, -8.001, 1.759], [0.341, -5.176, 3.683], [-1.336, -5.802, 3.774], [-1.052, -3.800, 2.177], [-1.685, -5.388, 1.448], [-3.270, -2.309, -2.398], [-3.319, -1.158, -1.602], [-4.177, -2.557, -2.837], [-2.936, -3.096, -1.836], [-4.131, -1.098, -1.005], [-3.275, -0.328, -2.206], [-0.275, -1.482, 4.958], [-1.218, -0.393, 4.838], [-2.085, -0.278, 3.820], [-2.256, -1.310, 2.349], [-2.905, 0.760, 4.114], [-2.597, 1.288, 5.350], [-3.109, 2.367, 6.054], [-2.560, 2.576, 7.313], [-1.575, 1.759, 7.826], [-1.000, 0.728, 7.091], [-1.511, 0.545, 5.838], [0.062, -1.761, 3.965], [-0.783, -2.350, 5.422], [0.606, -1.142, 5.546], [-3.538, 1.163, 3.446], [-3.923, 2.974, 5.691], [-2.974, 3.326, 7.954], [-1.219, 1.926, 8.813], [-0.240, 0.104, 7.548], [-2.310, -5.911, -1.495], [-1.376, -4.971, -2.864], [-1.974, -4.829, -4.121], [-1.295, -4.045, -5.045], [-0.011, -3.575, -4.722], [0.514, -3.850, -3.478], [-0.218, -4.477, -2.560], [-2.968, -5.218, -4.325], [-1.786, -3.867, -6.009], [0.535, -3.024, -5.443], [1.522, -3.502, -3.178]], "atomic_forces_ev_per_a": [[-0.419, 0.314, 0.003], [1.261, -0.242, 0.583], [-0.414, -0.827, 0.003], [0.145, 0.272, 0.520], [-0.784, -0.106, -0.042], [-0.841, 0.343, 0.549], [-0.122, -0.004, 0.064], [0.932, -0.963, 0.732], [-0.147, -0.312, 0.181], [-0.155, 0.103, 0.023], [-0.114, 0.416, -0.414], [-0.164, 0.165, -0.130], [-0.115, -0.051, -0.326], [-0.557, -0.266, 0.120], [-0.169, 0.614, -0.210], [0.241, -0.699, -0.241], [0.776, 0.328, -0.135], [-0.039, -0.286, -0.309], [0.955, 0.311, -0.382], [-0.522, 0.912, -0.117], [-0.079, -0.067, -0.093], [-0.046, -0.040, -0.437], [-0.131, 0.113, -0.180], [0.045, -0.182, 0.287], [0.099, 0.228, -0.180], [-0.164, 0.040, -0.040], [0.109, 0.372, -0.396], [-0.003, -0.652, -0.102], [-0.399, -0.049, 0.325], [0.839, 0.604, 0.947], [-0.170, 0.177, -0.210], [-0.284, -0.217, -0.085], [0.952, 0.259, 0.226], [-0.425, -0.303, 0.287], [-0.469, -0.125, -0.248], [-0.098, -0.089, -0.598], [0.008, 0.082, -0.003], [-0.086, -0.223, -0.219], [-0.001, 0.190, 0.497], [0.065, 0.166, 0.281], [0.017, -0.228, -0.653], [-0.148, 0.200, 0.072], [-0.471, -0.100, 0.287], [-0.549, 0.500, 0.743], [0.441, -0.463, -0.610], [0.265, -0.287, 0.043], [0.630, 0.406, 0.280], [0.074, -0.436, -0.342], [-0.252, 0.117, -0.422], [0.172, 0.064, -0.045], [0.098, -0.068, 0.219], [0.039, 0.540, -0.688], [-0.223, -0.176, 0.357], [0.166, -0.447, -0.063], [0.026, 0.091, 0.412], [1.386, 1.400, 0.185], [-1.635, -1.497, -0.149], [-0.154, 1.110, -0.324], [0.535, -0.268, 0.425], [-0.804, -0.843, 0.039], [0.922, -0.423, -0.901], [-0.318, -0.105, -0.021], [0.496, -0.468, 0.821], [0.061, 0.126, -0.045], [-0.216, -0.117, -0.017], [0.255, 0.392, 0.171], [-0.246, 0.070, 0.098], [0.146, 0.373, 0.254], [-0.103, 0.376, 0.234], [-0.141, -0.583, -0.466], [-0.172, 0.507, -0.250], [-0.375, -1.036, -0.600], [0.421, 0.834, 0.122], [0.750, 0.127, 0.475], [-0.406, 0.343, -0.245], [-0.219, -0.020, 0.074], [0.032, -0.252, 0.296], [0.324, -0.067, 0.546], [0.331, -0.044, 0.525], [-0.412, 0.280, -0.189], [0.074, -0.324, -0.578], [0.033, 0.206, 0.134], [0.439, 0.610, 0.128], [0.135, -0.421, 0.140], [-0.494, -0.081, -0.121], [0.480, -0.309, -0.313], [0.034, 0.241, 0.721], [-0.537, -0.607, -0.976], [-0.004, -0.034, -0.090], [0.462, 0.339, -0.090], [-0.691, -0.324, -0.259], [-0.140, -0.154, -0.194], [-0.048, 0.022, -0.118], [-0.109, 0.450, 0.114], [0.188, 0.170, 0.706], [0.000, 0.021, -0.274], [-0.153, -0.015, -0.032], [-0.322, 0.103, -0.942], [-0.093, 0.380, 0.234], [0.021, -0.464, 0.187], [-0.980, -0.466, -0.230], [0.227, 0.553, -0.213], [0.747, -0.446, 1.070], [0.260, -0.014, 0.056], [0.469, 0.108, 0.352], [0.532, 0.444, -0.495], [-0.785, -0.226, -0.098]], "de_lowest_kcal_mol": 0.0, "homo_lumo_gap_ev": 6.58, "e_homo_ha": -0.237}



2.
{"formula": "C21H52BrN3O2", "method": "ωB97M-V/def2-TZVPD", "symbols": ["Br", "C", "N", "C", "C", "C", "C", "O", "H", "H", "H", "H", "H", "H", "H", "H", "H", "H", "H", "H", "H", "H", "C", "N", "C", "C", "C", "C", "O", "H", "H", "H", "H", "H", "H", "H", "H", "H", "H", "H", "H", "H", "H", "C", "C", "C", "C", "N", "C", "C", "C", "C", "C", "C", "C", "H", "H", "H", "H", "H", "H", "H", "H", "H", "H", "H", "H", "H", "H", "H", "H", "H", "H", "H", "H", "H", "H", "H", "H"], "coordinates": [[0.539, -3.002, -0.354], [-3.665, -1.561, 5.790], [-3.047, -1.249, 4.454], [-4.082, -0.402, 3.658], [-1.772, -0.427, 4.816], [-2.913, -2.664, 3.793], [-2.182, -2.671, 2.429], [-0.902, -2.097, 2.564], [-2.989, -2.065, 6.480], [-4.565, -2.164, 5.670], [-3.868, -0.639, 6.336], [-4.021, 0.529, 4.220], [-5.115, -0.742, 3.586], [-3.655, -0.279, 2.663], [-1.048, -1.202, 5.067], [-1.743, 0.211, 5.699], [-1.474, 0.039, 3.876], [-3.929, -2.979, 3.557], [-2.346, -3.330, 4.443], [-2.882, -2.258, 1.702], [-2.038, -3.710, 2.132], [-0.478, -2.307, 1.729], [7.697, -1.350, -1.104], [6.414, -1.029, -0.240], [6.394, -2.042, 0.983], [6.698, 0.382, 0.279], [5.137, -1.187, -1.166], [3.897, -0.501, -0.640], [3.429, -1.308, 0.485], [8.493, -1.366, -0.360], [7.894, -0.663, -1.928], [7.560, -2.299, -1.623], [6.494, -3.042, 0.562], [5.497, -1.976, 1.599], [7.212, -1.993, 1.702], [5.899, 0.653, 0.969], [6.651, 1.069, -0.566], [7.584, 0.310, 0.910], [5.152, -2.267, -1.310], [5.377, -0.916, -2.194], [3.108, -0.559, -1.389], [3.941, 0.572, -0.454], [2.551, -1.651, 0.300], [-3.421, 5.380, -2.397], [-3.636, 4.018, -1.959], [-2.479, 3.251, -2.420], [-2.732, 1.682, -2.283], [-1.554, 0.716, -2.525], [-0.982, 0.752, -3.982], [-2.112, 0.103, -4.694], [-2.504, -1.203, -3.934], [-1.960, -0.828, -2.506], [-0.257, 0.987, -1.578], [-0.663, 1.099, -0.081], [0.556, 1.036, 0.864], [-4.260, 6.014, -2.107], [-3.438, 5.475, -3.483], [-2.520, 5.916, -2.100], [-4.613, 3.642, -2.262], [-3.554, 3.960, -0.873], [-1.685, 3.733, -1.849], [-2.149, 3.541, -3.418], [-3.605, 1.174, -2.694], [-2.879, 1.409, -1.238], [0.037, 0.373, -4.059], [-0.841, 1.817, -4.167], [-1.944, -0.128, -5.746], [-3.035, 0.658, -4.861], [-1.929, -2.067, -4.268], [-3.566, -1.440, -4.002], [-1.026, -1.346, -2.284], [-2.759, -1.089, -1.813], [0.223, 1.909, -1.907], [0.342, 0.107, -1.813], [-1.303, 0.253, 0.167], [-1.202, 2.022, 0.133], [1.282, 1.669, 0.354], [1.001, 0.041, 0.850], [0.262, 1.496, 1.807]], "atomic_forces_ev_per_a": [[-0.033, -0.115, -0.210], [-0.348, 0.192, 0.846], [-1.604, -0.583, 1.210], [1.983, 0.497, 0.631], [0.486, -1.901, -1.648], [1.459, 0.987, -1.234], [-0.636, -0.466, 1.261], [-0.546, 0.521, -0.399], [0.336, -0.368, -0.581], [0.059, 0.179, -0.047], [-0.400, 0.173, -0.443], [-0.446, 0.222, -0.446], [0.352, -0.631, 0.467], [-0.116, 0.152, 0.069], [0.167, 0.013, -0.317], [-1.303, 0.190, -0.270], [0.186, 0.217, 0.420], [0.006, -0.144, 0.659], [-0.438, 0.238, 0.420], [0.436, 0.672, -0.445], [-0.407, -0.289, 0.174], [0.572, 0.137, 0.024], [-1.082, -0.585, 0.688], [1.265, 0.053, -0.224], [-0.218, -0.245, -0.908], [-1.601, -0.955, 0.392], [1.941, 0.095, 0.422], [-1.235, -2.145, 0.306], [0.612, 1.222, -0.091], [0.143, -0.154, -0.469], [-0.365, 0.654, 0.557], [-0.007, -0.301, 0.563], [-0.348, 0.083, -0.189], [-0.238, 0.344, -0.690], [0.492, 0.955, -0.593], [-0.153, -0.033, -0.059], [0.675, -0.020, 0.193], [0.272, 0.368, -0.674], [-1.056, -0.145, 0.638], [0.430, 1.005, 0.213], [0.225, -0.144, -0.526], [0.615, -0.125, 0.581], [-0.020, 0.081, -0.111], [-1.059, 3.233, -1.145], [-0.741, -0.846, 1.206], [1.130, -2.519, -1.288], [1.585, -0.412, 1.645], [2.584, -1.104, -0.483], [-1.354, 2.019, 1.214], [-1.107, -1.776, -2.499], [1.743, 1.299, 0.635], [-0.991, 0.636, -0.270], [-2.615, -0.176, 0.304], [0.387, -0.818, -0.349], [-0.303, 0.705, -1.794], [0.059, 0.153, 0.251], [0.062, -0.274, -0.210], [0.179, -0.442, 0.426], [0.038, -0.067, -0.113], [-0.666, 0.067, 0.291], [0.667, -1.166, 0.531], [-0.566, -0.389, -0.507], [0.008, 0.870, -0.934], [-0.250, 0.681, 0.406], [-0.360, -0.866, 0.270], [-0.311, 0.043, -0.402], [0.771, -0.149, -0.001], [0.286, 0.824, 0.800], [-0.125, 0.062, -0.194], [0.148, 0.188, 0.288], [-0.164, -0.022, 0.062], [0.430, 0.555, 0.641], [-0.122, -0.123, -0.272], [0.246, 0.191, 0.270], [-0.376, 0.000, -0.049], [-0.060, -0.022, -0.332], [0.427, 0.305, 0.549], [-0.197, 0.006, 0.725], [0.504, -0.570, 0.167]], "total_charge": 3, "homo_lumo_gap_ev": [11.19, 5.82], "e_homo_ha": [-0.650, -0.650], "spin_multiplicity": 2, "s_squared": 0.75}



3.
{"formula": "C12H15AuF4N3O2", "method": "ωB97M-V/def2-TZVPD", "symbols": ["Au", "C", "N", "C", "C", "C", "N", "C", "C", "F", "C", "F", "C", "C", "F", "C", "F", "H", "H", "H", "H", "H", "H", "H", "H", "H", "H", "H", "N", "C", "C", "O", "O", "H", "H", "H", "H"], "coordinates": [[-0.359, -0.919, 0.102], [-3.148, -0.451, 0.577], [-2.261, -0.507, -0.610], [-2.690, -1.593, -1.531], [-2.138, 0.805, -1.301], [-1.228, 1.704, -0.509], [0.020, 0.973, -0.387], [1.263, 1.595, -0.260], [2.424, 0.885, -0.550], [2.321, -0.417, -0.940], [3.680, 1.459, -0.483], [4.740, 0.713, -0.797], [3.841, 2.771, -0.112], [2.709, 3.486, 0.206], [2.811, 4.748, 0.611], [1.448, 2.909, 0.150], [0.391, 3.636, 0.561], [-4.152, -0.169, 0.259], [-2.779, 0.276, 1.296], [-3.175, -1.435, 1.040], [-3.726, -1.421, -1.826], [-2.600, -2.548, -1.025], [-2.052, -1.587, -2.411], [-3.119, 1.268, -1.434], [-1.710, 0.625, -2.285], [-1.656, 1.943, 0.471], [-1.091, 2.647, -1.035], [4.820, 3.222, -0.059], [1.259, -1.534, 1.268], [1.131, -2.981, 1.607], [-0.137, -3.613, 1.061], [-0.401, -4.757, 1.259], [-0.922, -2.797, 0.352], [2.115, -1.340, 0.749], [1.257, -0.951, 2.100], [1.137, -3.115, 2.686], [1.977, -3.531, 1.201]], "atomic_forces_ev_per_a": [[-0.427, -0.227, 0.611], [-0.092, -0.080, 0.034], [0.632, -0.068, -0.340], [-0.228, 0.114, -0.098], [-0.511, 0.406, -0.194], [0.163, 0.116, 0.243], [0.713, -0.061, -0.126], [-0.747, -0.479, 0.207], [0.391, -0.083, -0.227], [0.174, 0.228, -0.214], [-0.053, -0.349, -0.087], [-0.058, -0.014, 0.019], [0.194, 0.168, 0.032], [-0.297, 0.061, 0.034], [-0.034, -0.049, -0.028], [-0.027, 0.508, 0.297], [0.149, -0.094, -0.112], [-0.017, 0.000, -0.036], [-0.005, 0.056, -0.032], [0.005, -0.010, -0.034], [-0.001, 0.061, -0.017], [-0.066, 0.012, 0.024], [0.009, 0.030, -0.009], [-0.100, -0.218, 0.070], [0.054, -0.059, 0.025], [-0.110, 0.116, -0.086], [0.051, -0.013, -0.055], [0.018, 0.010, -0.004], [0.132, 0.288, -0.347], [0.176, -0.073, 0.131], [-0.280, 0.249, -0.177], [0.028, -0.173, 0.066], [0.087, -0.307, 0.255], [-0.074, -0.090, 0.162], [0.097, -0.053, 0.022], [0.019, 0.027, -0.001], [0.032, 0.050, -0.009]], "de_lowest_kcal_mol": 6.5, "total_charge": 1, "homo_lumo_gap_ev": [6.94, 6.94], "e_homo_ha": [-0.432, -0.432]}



4.
{"formula": "C2H4N2OS", "method": "ωB97M-V/def2-TZVPD", "symbols": ["C", "C", "H", "H", "H", "H", "N", "N", "O", "S"], "coordinates": [[-1.096, -0.185, 0.070], [0.108, 0.560, 0.061], [-0.175, -1.810, 1.114], [-1.599, -2.242, -0.011], [-2.058, 1.274, -0.577], [2.424, 0.596, 0.973], [-0.749, -1.508, 0.340], [-2.196, 0.333, -0.403], [0.163, 1.719, 0.356], [1.666, -0.350, -0.293]], "atomic_forces_ev_per_a": [[-2.150, -1.372, -1.244], [3.300, 2.558, 0.890], [-0.153, 0.368, -0.217], [3.182, 2.618, 1.847], [0.524, 2.434, -0.561], [-1.584, -2.102, -3.285], [-5.601, -2.937, -2.400], [1.110, -4.321, 1.767], [-0.131, 0.351, -0.118], [1.501, 2.404, 3.320]], "de_lowest_kcal_mol": 82.4, "homo_lumo_gap_ev": 8.99, "e_homo_ha": -0.353}